Entry 1:
C3H5NO2 | ωB97M-V with the def2-TZVPD basis set

Geometry (Å):
O: 2.08385 -0.67412 -0.80496
C: 1.76806 -0.10746 0.21485
C: 0.33458 0.11852 0.62131
N: -0.55178 -0.38743 -0.39041
C: -1.78591 0.15364 -0.55853
O: -2.27378 0.98033 0.18664
H: 2.52996 0.27114 0.92392
H: 0.17345 -0.36201 1.59917
H: 0.15379 1.19024 0.78027
H: -0.12335 -0.93546 -1.12623
H: -2.30888 -0.24741 -1.44602

Computed properties:
SMILES: O=CCNC=O
HOMO-LUMO gap (eV): 11.0
ΔE to the lowest compared entry with this formula, charge and spin (kJ/mol): 72.87
Multiplicity: 1

=====

Entry 2:
C3H5NO2 | ωB97M-V with the def2-TZVPD basis set

Geometry (Å):
O: 0.41652 1.63085 -0.87537
C: 0.17102 0.70510 0.13810
C: -1.08462 -0.16453 -0.07791
N: -0.22812 -1.32705 0.13926
C: 0.95211 -0.63493 0.17276
O: 2.10940 -0.96872 0.23654
H: 1.27882 2.03207 -0.71045
H: 0.18313 1.15769 1.14006
H: -1.89073 -0.03971 0.65018
H: -1.47220 -0.08790 -1.09893
H: -0.43533 -2.30286 0.28576

Computed properties:
SMILES: O=C1NC[C@@H]1O
HOMO-LUMO gap (eV): 10.5
ΔE to the lowest compared entry with this formula, charge and spin (kJ/mol): 117.89
Multiplicity: 1

=====

Entry 3:
C3H5NO2 | ωB97M-V with the def2-TZVPD basis set

Geometry (Å):
C: 1.78850 0.11104 0.08683
C: -1.70127 -0.54925 -0.07988
C: 0.36147 0.49135 0.09807
N: 2.67352 -0.75132 -0.12722
O: 2.89714 0.79163 0.20707
O: -0.38072 -0.69851 0.41855
H: -2.04538 -1.55223 -0.00239
H: -1.84876 -0.18329 -1.19020
H: -2.43256 0.13814 0.42402
H: 0.25630 1.04726 -0.81478
H: 0.43176 1.15519 0.97995

Computed properties:
SMILES: COCC1=NO1
HOMO-LUMO gap (eV): 10.1
ΔE to the lowest compared entry with this formula, charge and spin (kJ/mol): 536.21
Multiplicity: 1

=====

Entry 4:
C3H5NO2 | ωB97M-V with the def2-TZVPD basis set

Geometry (Å):
C: 0.35490 1.05813 -0.97518
C: 0.65751 0.25451 -0.05477
C: -0.60053 -1.83961 1.02123
N: -0.64319 -0.63036 0.43643
O: -1.42050 -2.10987 1.94057
O: -1.69113 0.19111 0.78031
H: 1.04127 1.65139 -1.54815
H: -0.72871 1.20888 -1.25211
H: 1.49816 -0.09208 0.36677
H: 0.15213 -2.65852 0.65901
H: -2.21611 -0.27925 1.54496

Computed properties:
SMILES: C=CN(O)C=O
HOMO-LUMO gap (eV): 10.0
ΔE to the lowest compared entry with this formula, charge and spin (kJ/mol): 412.32
Multiplicity: 1

=====

Entry 5:
C3H5NO2 | ωB97M-V with the def2-TZVPD basis set

Geometry (Å):
N: 1.11078 1.15107 -0.16674
C: 1.33962 0.00386 -0.64448
O: 0.46141 -0.99690 -0.65553
C: -0.77522 -0.89833 0.05254
C: -1.18479 0.41560 0.71282
O: -1.41503 0.44718 1.89774
H: 1.92480 1.74879 -0.27071
H: 2.25935 -0.33599 -1.12419
H: -0.75768 -1.67265 0.82452
H: -1.55277 -1.13302 -0.68152
H: -1.41047 1.27038 0.05555

Computed properties:
SMILES: [H]/N=C/OCC=O
HOMO-LUMO gap (eV): 10.6
ΔE to the lowest compared entry with this formula, charge and spin (kJ/mol): 179.00
Multiplicity: 1

=====

Entry 6:
C3H5NO2 | ωB97M-V with the def2-TZVPD basis set

Geometry (Å):
O: 0.28408 1.82676 -0.75699
C: 0.14090 0.73816 0.06480
C: -1.05613 -0.15286 -0.19474
N: -0.20192 -1.32854 0.01262
C: 1.07957 -0.72552 -0.03150
O: 2.13203 -1.30724 0.12672
H: 1.16902 2.15109 -0.56174
H: 0.21593 0.97680 1.14138
H: -1.91242 -0.09982 0.49709
H: -1.46268 -0.05910 -1.21384
H: -0.40573 -1.84879 0.85325

Computed properties:
SMILES: O=C1NC[C@@H]1O
HOMO-LUMO gap (eV): 9.8
ΔE to the lowest compared entry with this formula, charge and spin (kJ/mol): 208.07
Multiplicity: 1

=====

Entry 7:
C3H5NO2 | ωB97M-V with the def2-TZVPD basis set

Geometry (Å):
O: 1.80818 -1.37188 -0.31728
C: 1.63423 -0.44178 0.43416
C: 0.43384 0.45412 0.35462
N: -0.50270 -0.01296 -0.60438
C: -1.93228 -0.21087 -0.28300
O: -2.38987 -0.42762 0.81196
H: 2.36339 -0.18552 1.22248
H: -0.07375 0.49407 1.32263
H: 0.78393 1.48263 0.13119
H: -0.13746 -0.64106 -1.32117
H: -1.93295 0.37494 -1.23198

Computed properties:
SMILES: O=CCNC=O
HOMO-LUMO gap (eV): 10.5
ΔE to the lowest compared entry with this formula, charge and spin (kJ/mol): 298.81
Multiplicity: 1

=====

Entry 8:
C3H5NO2 | ωB97M-V with the def2-TZVPD basis set

Geometry (Å):
N: 0.29600 -1.58440 0.87372
C: -0.09063 -1.44341 -0.31981
O: -0.68783 -0.33135 -0.78025
C: -0.67059 0.79968 0.06990
C: 0.61223 1.59246 -0.15502
O: 1.64724 1.07663 -0.49592
H: 0.67712 -2.51785 1.00112
H: -0.03199 -2.17229 -1.13230
H: -0.73891 0.49658 1.12499
H: -1.55042 1.38934 -0.19712
H: 0.53778 2.69460 0.01068

Computed properties:
SMILES: [H]/N=C/OCC=O
HOMO-LUMO gap (eV): 10.8
ΔE to the lowest compared entry with this formula, charge and spin (kJ/mol): 161.55
Multiplicity: 1

=====

Entry 9:
C3H5NO2S | ωB97M-V with the def2-TZVPD basis set

Geometry (Å):
C: 0.41910 0.06235 2.18546
C: -0.33301 0.08677 0.83405
C: -0.12479 -0.26339 -1.62901
H: -1.08673 0.98508 3.05705
H: 1.14356 0.90964 2.04258
H: 0.77736 -1.02121 2.32797
H: 1.34705 -0.30953 -0.30028
H: -1.27911 -0.45346 -1.37434
N: 0.40432 0.04709 -0.34093
O: -0.29806 0.56843 3.48172
O: -1.52542 0.33554 0.82494
S: 0.69297 -0.43665 -2.88517

Computed properties:
SMILES: O=C(CO)NC=S
HOMO-LUMO gap (eV): 9.1
ΔE to the lowest compared entry with this formula, charge and spin (kJ/mol): 175.58
Multiplicity: 1

=====

Entry 10:
C3H5NO2S | ωB97M-V with the def2-TZVPD basis set

Geometry (Å):
C: 3.49318 0.78018 -0.10689
C: 0.41755 -0.77471 0.41524
C: -2.04336 0.74392 0.21031
H: 4.52547 0.89309 0.45928
H: 3.46429 1.38851 -1.03030
H: 0.29901 -0.09065 1.36971
H: 0.71507 -1.89777 0.61133
H: -1.20718 1.49366 0.47287
N: 2.53512 -0.08409 0.28501
O: 1.35085 -0.03027 -0.43685
O: -3.24575 1.08696 0.00390
S: -1.34922 -0.88425 -0.22040

Computed properties:
SMILES: C=NOCSC=O
HOMO-LUMO gap (eV): 10.5
ΔE to the lowest compared entry with this formula, charge and spin (kJ/mol): 396.82
Multiplicity: 1

=====

Entry 11:
C3H5NO2S | ωB97M-V with the def2-TZVPD basis set

Geometry (Å):
C: -0.10330 0.96401 2.77925
C: 0.61869 0.34047 2.05865
C: 0.39269 -0.71881 -1.40772
N: -1.38805 -1.25352 0.70545
O: 0.72006 -2.55206 0.44726
O: 1.16679 -0.38142 1.16770
S: 0.07661 -1.29108 0.26936
H: -0.50602 1.43178 3.61712
H: 1.35075 -1.23089 -1.80553
H: -0.60512 -1.14819 -1.75935
H: 0.57056 0.39571 -1.41417
H: -1.77248 -0.31670 0.56577

Computed properties:
SMILES: C#CO[S@](C)(=N)=O
HOMO-LUMO gap (eV): 10.2
ΔE to the lowest compared entry with this formula, charge and spin (kJ/mol): 497.78
Multiplicity: 1

=====

Entry 12:
C3H5NO2S3 | ωB97M-V with the def2-TZVPD basis set

Geometry (Å):
C: -0.66700 -0.24349 -0.50935
C: -1.26375 1.25815 1.44623
C: 0.96165 -1.58812 -2.17383
N: 0.42154 -0.41459 0.26968
O: 1.38466 1.69842 1.01533
O: 0.72190 0.15211 2.76722
S: -1.95786 0.78079 -0.10194
S: -0.83295 -1.07972 -2.02380
S: 0.44991 0.70144 1.46493
H: -1.22844 2.30367 1.83903
H: -1.74792 0.79288 2.32869
H: 1.15132 -1.91665 -3.14572
H: 1.21889 -1.99772 -1.20901
H: 1.38805 -0.44718 -1.96746

Computed properties:
SMILES: CSC1=NS(=O)(=O)CS1
HOMO-LUMO gap (eV): 9.8
ΔE to the lowest compared entry with this formula, charge and spin (kJ/mol): 0.00
Multiplicity: 1

=====

Entry 13:
C3H5NO2Si | ωB97M-V with the def2-TZVPD basis set

Geometry (Å):
C: -1.30745 1.12828 -1.73224
C: -0.13929 -0.60286 0.69146
C: 2.18262 0.00952 0.59910
N: -0.74439 1.80335 -2.45853
O: -0.10473 -1.02362 1.83121
O: 0.81688 -0.14796 -0.03012
Si: -2.20895 -0.09765 -0.63237
H: 2.55873 0.81166 0.02628
H: 2.68237 -0.97619 0.40515
H: 1.96757 0.17884 1.59484
H: -2.54229 -1.50056 -0.78393
H: -3.16106 0.41719 0.48914

Computed properties:
HOMO-LUMO gap (eV): 8.4
ΔE to the lowest compared entry with this formula, charge and spin (kJ/mol): 428.51
Multiplicity: 1

=====

Entry 14:
C3H5NO3 | ωB97M-V with the def2-TZVPD basis set

Geometry (Å):
O: -1.05804 -2.09614 -0.37138
C: -1.55207 -1.03573 -0.64267
C: -1.30950 0.19943 0.21546
N: -0.19892 0.97575 -0.30899
C: 1.08269 0.79120 0.15753
O: 1.26540 -0.36805 0.82290
O: 1.96305 1.59290 0.02668
H: -2.25797 -1.04018 -1.49448
H: -1.05853 -0.23243 1.18695
H: -2.21534 0.80128 0.25007
H: -0.34462 1.92672 -0.61161
H: 1.10404 -1.22280 0.41159

Computed properties:
SMILES: O=CCNC(=O)O
HOMO-LUMO gap (eV): 10.5
ΔE to the lowest compared entry with this formula, charge and spin (kJ/mol): 127.21
Multiplicity: 1

=====

Entry 15:
C3H5NO3 | ωB97M-V with the def2-TZVPD basis set

Geometry (Å):
C: 0.37269 0.55441 -0.22863
C: -0.60524 -0.25807 0.47788
C: 1.73671 -0.06309 -0.19906
N: -2.06207 -0.16191 -0.09300
O: -2.30138 0.76772 -0.78608
O: -2.72569 -1.17721 0.10336
O: -0.22947 1.01120 0.89358
H: 0.15102 1.07709 -1.13035
H: -0.32344 -1.00836 1.28464
H: 1.49652 -0.97510 -0.55462
H: 1.91452 -0.22394 0.92226
H: 2.57583 0.45727 -0.68998

Computed properties:
SMILES: C[C@@H]1O[C@H]1[N+](=O)[O-]
HOMO-LUMO gap (eV): 11.2
ΔE to the lowest compared entry with this formula, charge and spin (kJ/mol): 587.68
Multiplicity: 1

=====

Entry 16:
C3H5NO3 | ωB97M-V with the def2-TZVPD basis set

Geometry (Å):
O: 1.61825 1.27383 0.97618
C: 0.65521 0.78323 0.44430
N: 0.80707 -0.36948 -0.34701
C: -0.18715 -1.38743 -0.29273
O: -0.13700 -2.19521 -1.37572
O: -0.97765 -1.55512 0.57769
C: -0.72142 1.35514 0.52743
H: 1.73483 -0.76323 -0.22980
H: 0.37640 -1.74514 -2.06123
H: -0.62265 2.43378 0.64638
H: -1.36742 1.15550 -0.31932
H: -1.17847 1.01413 1.45385

Computed properties:
SMILES: CC(=O)NC(=O)O
HOMO-LUMO gap (eV): 11.0
ΔE to the lowest compared entry with this formula, charge and spin (kJ/mol): 31.86
Multiplicity: 1

=====

Entry 17:
C3H5NO3 | ωB97M-V with the def2-TZVPD basis set

Geometry (Å):
C: 1.67290 1.25041 0.09560
N: 0.95590 0.32215 -0.64630
C: -0.49237 0.25462 -0.36975
C: -0.87015 -0.97729 0.43161
O: -1.70350 -1.81708 -0.29756
O: -0.60988 -1.19695 1.57098
O: 2.72484 1.02748 0.62974
H: 1.23794 2.26438 0.06585
H: 1.39859 -0.58769 -0.63510
H: -1.05735 0.26685 -1.28968
H: -0.78396 1.15399 0.16652
H: -2.47296 -1.96088 0.27808

Computed properties:
SMILES: O=CNCC(=O)O
HOMO-LUMO gap (eV): 10.6
ΔE to the lowest compared entry with this formula, charge and spin (kJ/mol): 120.91
Multiplicity: 1

=====

Entry 18:
C3H5NO3 | ωB97M-V with the def2-TZVPD basis set

Geometry (Å):
C: 0.85970 1.33238 -0.63172
C: 1.23429 -0.17040 -0.49388
C: -0.87812 -0.48563 0.47672
N: -0.20902 1.78479 -0.17918
O: -0.05664 -0.85004 -0.51373
O: -0.45795 -0.39859 1.70912
O: -2.18891 -0.85296 0.28399
H: 1.66150 2.07972 -1.03813
H: 1.74453 -0.48387 -1.48717
H: 1.85965 -0.58448 0.36282
H: -1.39267 -0.28376 2.11907
H: -2.17635 -1.08717 -0.60791

Computed properties:
HOMO-LUMO gap (spin up / spin down) (eV): 7.6 / 7.6
ΔE to the lowest compared entry with this formula, charge and spin (kJ/mol): 470.76
Multiplicity: 1

=====

Entry 19:
C3H5NO3 | ωB97M-V with the def2-TZVPD basis set

Geometry (Å):
C: 1.92166 -0.80466 0.16768
C: 0.41046 -0.51816 -0.00953
C: 0.13883 0.92139 -0.21734
H: 2.08653 -0.12876 1.10840
H: 2.07844 -1.94788 0.36942
H: 2.58653 -0.58509 -0.73627
H: -2.32797 -1.90265 0.32328
H: -0.55271 2.33469 0.26300
N: -0.49018 -1.47588 0.10747
O: -1.84698 -1.06369 0.42329
O: -0.60079 1.46252 0.60585
O: 0.53961 1.47235 -1.24476

Computed properties:
SMILES: C/C(=N/O)C(=O)O
HOMO-LUMO gap (eV): 10.7
ΔE to the lowest compared entry with this formula, charge and spin (kJ/mol): 361.41
Multiplicity: 1

=====

Entry 20:
C3H5NO3 | ωB97M-V with the def2-TZVPD basis set

Geometry (Å):
C: 0.64154 -0.84255 0.07703
C: -0.57362 -0.94517 -0.76146
C: -0.62276 1.05099 -0.14428
H: 0.46993 1.87589 1.26596
H: 0.62156 -0.88105 1.23829
H: 1.46018 -1.37557 -0.50784
H: -0.10405 -1.10641 -1.72761
H: -1.15931 -1.68557 -0.22817
N: 0.62720 0.56283 0.09765
O: 0.81757 1.06286 1.37634
O: -1.29513 0.11335 -0.79016
O: -0.88311 2.17039 0.10425

Computed properties:
SMILES: O=C1OCCN1O
HOMO-LUMO gap (eV): 10.4
ΔE to the lowest compared entry with this formula, charge and spin (kJ/mol): 488.42
Multiplicity: 1